No. 1
C38H60F6N10O12S2V as an isolated structure. Source: OMol25; level of theory: ωB97M-V/def2-TZVPD.

Properties
Gap between HOMO and LUMO (spin up / spin down) ... 5.4 / 3.8 eV
Expectation value of S² ... 3.782
Max |F| ... 10.6 eV/A
Molecular weight ... 1078.02 g/mol
Multiplicity ... 4
Net charge ... 0

Each line ends with the Löwdin spin population.
Positions of all 129 atoms, in Å:
V (-2.81899, -1.21229, -1.68975)  1.9666
N (-0.83555, 0.43583, -3.85094)  0.0001
O (-1.40516, 1.40197, -4.38295)  0.0019
O (-1.43662, -0.09421, -2.89473)  -0.0125
O (0.21723, -0.09381, -4.17156)  0.0003
N (-4.26108, 1.83525, -2.00804)  0.0008
O (-3.75310, 2.40432, -3.00498)  0.0062
O (-5.16397, 2.30526, -1.54456)  0.0017
O (-3.81210, 0.74840, -1.65737)  0.0076
C (0.87461, -3.57974, -3.10928)  -0.0005
F (1.10974, -3.48383, -4.41609)  -0.0002
F (1.54366, -4.61593, -2.69244)  -0.0001
F (1.15122, -2.47458, -2.42025)  0.0000
S (-1.11650, -3.76150, -3.03611)  0.0024
O (-1.58551, -2.83381, -1.93474)  0.0047
O (-1.66761, -3.16733, -4.25689)  -0.0004
O (-1.40220, -5.23052, -2.81989)  -0.0018
C (0.46684, 0.58085, 0.63855)  0.0006
F (0.51425, 1.46932, -0.30704)  0.0000
F (0.97256, -0.51988, 0.23486)  0.0001
F (1.12283, 1.02039, 1.71971)  0.0003
S (-1.38417, 0.22819, 1.11604)  0.0053
O (-2.01707, 1.57055, 0.98217)  0.0030
O (-1.86608, -0.57398, -0.00968)  0.0260
O (-1.43625, -0.48624, 2.38287)  0.0003
N (0.77026, -0.43443, 6.05230)  0.0000
C (0.90086, -1.49738, 6.94520)  0.0000
C (1.53715, -2.54373, 6.30811)  0.0000
C (1.74274, -2.12510, 4.95026)  0.0000
C (1.34394, -0.73242, 4.84609)  0.0000
H (0.17900, 0.35933, 6.25342)  0.0000
H (0.47771, -1.44823, 7.93763)  0.0000
H (1.76186, -3.55045, 6.62816)  0.0000
H (2.24522, -2.74073, 4.21888)  0.0000
H (1.37351, 0.01048, 4.06275)  0.0000
N (-2.13282, 5.09364, -1.01662)  0.0356
C (-1.22065, 4.06318, -1.02595)  0.3385
C (-0.33154, 4.23276, -2.07598)  0.1319
C (-0.78393, 5.29290, -2.82378)  0.1048
C (-1.90875, 5.81253, -2.17305)  0.3536
H (-2.86045, 5.29445, -0.34556)  -0.0018
H (-1.19139, 3.41451, -0.16295)  0.0123
H (0.53479, 3.62018, -2.27756)  0.0024
H (-0.21145, 5.57799, -3.69406)  -0.0001
H (-2.42475, 6.73722, -2.38539)  0.0139
N (-2.79638, 3.99565, 2.21248)  0.0001
C (-3.89238, 4.69283, 2.01104)  0.0012
C (-3.67612, 6.07041, 2.12334)  0.0007
C (-2.40163, 6.11243, 2.56420)  0.0005
C (-1.80718, 4.91593, 2.59215)  0.0013
H (-2.71093, 2.98929, 2.21981)  0.0000
H (-4.77665, 4.17565, 1.66901)  0.0000
H (-4.47478, 6.78315, 1.97995)  0.0000
H (-1.97622, 7.04888, 2.89357)  0.0000
H (-0.79998, 4.60527, 2.82760)  -0.0002
N (-0.89447, -5.46204, 0.23599)  0.0000
C (-0.09128, -4.42338, 0.49111)  0.0000
C (-0.68668, -3.52338, 1.33128)  0.0000
C (-1.91289, -4.11230, 1.69893)  0.0000
C (-1.94635, -5.43354, 1.12648)  -0.0001
H (-0.84083, -6.22891, -0.41910)  0.0000
H (0.80119, -4.13513, -0.04445)  0.0000
H (-0.34426, -2.53058, 1.58329)  0.0000
H (-2.62163, -3.58391, 2.31935)  0.0000
H (-2.60012, -6.25681, 1.37389)  0.0000
N (3.68023, 2.21886, 4.44616)  0.0000
C (3.72050, 2.56940, 3.15331)  0.0000
C (2.50470, 3.30431, 2.95000)  0.0000
C (1.97006, 3.61792, 4.20210)  0.0000
C (2.65189, 2.92659, 5.11993)  0.0000
H (4.10449, 1.39724, 4.85240)  0.0000
H (4.45349, 2.07874, 2.53011)  0.0000
H (2.03749, 3.73664, 2.07754)  0.0000
H (1.07169, 4.20702, 4.31299)  0.0000
H (2.51720, 2.66883, 6.16003)  0.0000
N (5.22094, -4.83257, 0.60444)  0.0000
C (4.36651, -4.08963, -0.19097)  0.0000
C (4.01613, -2.96412, 0.47108)  0.0000
C (4.58291, -2.99107, 1.74599)  0.0000
C (5.39159, -4.14145, 1.78797)  0.0000
H (5.76452, -5.62297, 0.28837)  0.0000
H (4.28249, -4.35726, -1.23390)  0.0000
H (3.35354, -2.14621, 0.22941)  0.0000
H (4.43221, -2.13584, 2.38806)  0.0000
H (6.08302, -4.61444, 2.46958)  0.0000
C (-7.05544, -2.66650, -0.90796)  -0.0006
C (-5.93362, -1.85570, -1.35637)  0.0004
N (-4.55575, -2.28286, -0.84628)  -0.0124
C (-4.32674, -3.80508, -0.94521)  0.0003
C (-4.41022, -4.27037, -2.39441)  0.0006
C (-4.50623, -2.26711, 0.69728)  0.0039
C (-5.10487, -1.06066, 1.34562)  0.0003
H (-6.91894, -3.66564, -1.32171)  0.0000
H (-8.01776, -2.42573, -1.35969)  -0.0001
H (-7.19206, -2.63837, 0.17308)  0.0000
H (-6.08298, -2.03751, -2.42067)  0.0002
H (-6.24628, -0.81584, -1.26135)  -0.0001
H (-3.31295, -4.04484, -0.62454)  0.0000
H (-5.09088, -4.37891, -0.42087)  -0.0005
H (-3.82236, -5.16580, -2.59620)  0.0000
H (-5.39524, -4.60413, -2.72065)  0.0000
H (-4.02131, -3.58463, -3.14715)  0.0002
H (-3.47350, -2.27347, 1.04591)  0.0002
H (-4.93008, -3.12524, 1.21889)  0.0000
H (-6.19486, -1.06020, 1.34949)  0.0000
H (-4.82305, -0.13116, 0.85094)  0.0000
H (-4.71267, -0.88309, 2.34700)  0.0001
C (5.22326, 2.59146, -5.05281)  0.0000
C (5.31253, 1.51947, -3.96805)  0.0000
N (4.72099, 2.02948, -2.72100)  0.0000
C (5.58052, 2.85019, -1.81567)  0.0000
C (6.41282, 4.04243, -2.36510)  0.0000
C (4.24954, 0.94880, -1.89274)  0.0000
C (2.89374, 0.63628, -2.42213)  0.0000
H (5.98129, 2.31830, -5.78689)  0.0000
H (5.46159, 3.58460, -4.67205)  0.0000
H (4.23660, 2.53437, -5.51254)  0.0000
H (4.81489, 0.63263, -4.36045)  0.0000
H (6.33182, 1.14920, -3.85827)  0.0000
H (6.20766, 2.21672, -1.18838)  0.0000
H (4.85319, 3.24912, -1.10860)  0.0000
H (7.13494, 3.75659, -3.12990)  0.0000
H (6.86306, 4.59794, -1.54242)  0.0000
H (5.78086, 4.71721, -2.94249)  0.0000
H (4.79803, 0.00805, -1.94025)  0.0000
H (4.21729, 1.26299, -0.84950)  0.0000
H (2.13452, 1.40941, -2.54018)  0.0000
H (2.89652, 0.30608, -3.46090)  0.0000
H (2.45382, -0.15738, -1.81825)  0.0000

Forces on atoms 1 to 3 (eV/Å):
2.1 2.1 -0.7
-0.4 0.9 -2.1
1.6 -0.8 0.0

=====

No. 2
An isolated ion of composition C5H10N3O3S and charge +1. Source: OMol25; level of theory: ωB97M-V/def2-TZVPD.

Properties
Gap between HOMO and LUMO ... 8.9 eV
Max |F| ... 3.4 eV/A
Molecular weight ... 192.22 g/mol
Net charge ... +1
Energy above the lowest of the compared OMol25 structures with the same formula, charge and spin ... 146.9 kcal per mole

Each line ends with the Mulliken charge.
Positions of all 22 atoms, in Å:
C (3.85626, 0.43797, 1.52091)  0.4869
C (3.04138, 0.12436, 0.68479)  -1.0578
C (-0.27768, 1.40955, -1.13768)  -0.4267
C (0.53590, -1.84412, 0.22914)  -0.8396
C (-1.54150, -0.63740, -0.43670)  0.0501
N (-0.62885, -1.27870, 0.56306)  -0.0933
N (-1.39231, 0.79862, -0.56230)  0.4086
N (-1.72587, 1.43819, 0.65451)  -0.7609
O (2.15584, -0.47624, -1.75454)  -0.5992
O (0.88657, 1.08533, -0.28462)  -0.2416
O (-2.87573, -0.70302, -0.10883)  -0.4799
S (1.71141, -0.25559, -0.40940)  1.2658
H (4.58862, 0.75473, 2.17163)  0.4676
H (-0.25801, 2.57897, -1.15548)  0.2962
H (-0.24446, 1.05686, -2.25945)  0.2941
H (1.20173, -2.13048, 1.11458)  0.5325
H (0.51165, -2.24607, -0.78433)  0.4359
H (-1.47718, -1.27289, -1.41368)  0.2306
H (-1.37447, 2.35369, 0.82390)  0.2324
H (-2.76617, 1.47156, 0.71658)  0.2192
H (-0.75916, -1.17868, 1.53895)  0.2463
H (-3.16797, -1.48667, 0.28895)  0.3327

Forces on atoms 1 to 3 (eV/Å):
-1.9 -0.7 -2.0
-0.5 0.3 0.0
-0.6 0.0 -2.8